Formula: C11H11FO2
Source: the Open Molecules 2025 dataset
Level of theory: ωB97M-V with the def2-TZVPD basis set

Geometry as ORCA input:
```
! wB97M-V def2-TZVPD RIJCOSX def2/J DEFGRID3
* xyz 0 1
C -3.063 1.939 1.125
C -2.745 1.798 -0.200
C -2.383 1.128 2.129
C -1.800 0.876 -0.666
C -1.385 0.222 1.620
C -1.155 -0.030 0.260
C -0.167 -1.117 -0.002
C 2.416 -1.106 -0.228
C 3.007 -0.355 0.974
C 1.215 -1.188 -2.534
C 1.440 -0.578 -1.163
O -0.208 -2.214 0.391
O 2.613 -2.301 -0.247
F 1.337 0.806 -1.014
H -3.846 2.682 1.379
H -3.239 2.362 -0.946
H -2.679 1.221 3.173
H -1.625 0.871 -1.662
H -0.880 -0.282 2.430
H 3.642 0.539 0.772
H 3.483 -1.193 1.500
H 2.262 0.078 1.715
H 1.097 -2.296 -2.449
H 0.521 -0.709 -3.269
H 2.142 -1.153 -3.090
*
```

Computed properties:
F_max: 4.3 eV/A
E: -18395.211 eV
HOMO: -8.8 eV